Record 1
# C38H54BClN3O15P

7 unconnected molecules or ions with the total composition C38H54BClN3O15P at a distorted geometry (ωB97M-V/def2-TZVPD, the OMol25 dataset).

Last column: Löwdin charge in e.
Geometry (Å):
1 C 0.820 -1.592 -4.779  -0.039
2 C 1.106 -1.204 -3.325  -0.306
3 N 0.133 -1.439 -2.468  0.203
4 C 0.475 -1.050 -1.209  -0.149
5 C -0.496 -1.253 -0.169  -0.163
6 C -1.828 -1.927 -0.500  -0.087
7 C -2.937 -0.938 -0.883  -0.200
8 O -3.758 -1.278 -1.714  0.027
9 C -0.274 -0.887 1.113  0.011
10 C 1.030 -0.265 1.489  -0.050
11 B 1.239 0.096 3.049  -0.527
12 O 0.832 1.304 3.586  0.157
13 N 1.919 -0.894 3.910  -0.089
14 C 1.720 -2.267 3.399  -0.095
15 C 3.389 -0.671 3.857  -0.081
16 C 1.954 -0.058 0.513  -0.168
17 C 3.308 0.581 0.800  -0.017
18 C 1.691 -0.450 -0.852  -0.162
19 N 2.672 -0.239 -1.767  0.118
20 C 2.368 -0.631 -2.994  -0.380
21 P 3.707 -0.400 -4.284  0.587
22 O 3.173 0.753 -5.352  -0.353
23 Cl 5.318 0.419 -3.227  0.182
24 H 0.015 -0.973 -5.190  0.091
25 H 1.710 -1.539 -5.418  0.035
26 H 0.516 -2.651 -4.764  0.086
27 H -1.736 -2.631 -1.336  0.113
28 H -2.188 -2.493 0.376  0.130
29 H -3.068 0.061 -0.417  0.102
30 H -1.020 -1.059 1.892  0.134
31 H 0.523 1.162 4.492  0.119
32 H 2.010 -2.968 4.199  0.095
33 H 2.325 -2.507 2.508  0.078
34 H 0.669 -2.485 3.158  0.082
35 H 3.833 -1.012 2.911  0.053
36 H 3.618 0.401 3.975  0.093
37 H 3.854 -1.266 4.658  0.097
38 H 3.440 1.386 0.054  0.085
39 H 3.357 1.050 1.787  0.073
40 H 4.133 -0.119 0.609  0.081
41 H 3.912 1.347 -5.548  0.038
42 O 4.788 -3.435 2.383  0.105
43 C 5.764 -3.022 1.822  -0.477
44 O 6.062 -1.704 1.724  0.012
45 C 7.228 -1.531 0.897  -0.147
46 C 7.952 -2.866 0.945  -0.143
47 C 6.797 -3.847 1.094  -0.075
48 H 6.902 -1.272 -0.112  0.120
49 H 7.835 -0.717 1.291  0.125
50 H 8.577 -3.047 0.072  0.121
51 H 8.589 -2.912 1.830  0.117
52 H 6.392 -4.143 0.133  0.093
53 H 7.079 -4.721 1.677  0.129
54 O 5.476 -3.371 -1.613  0.097
55 C 4.717 -4.271 -1.838  -0.481
56 O 4.923 -5.197 -2.801  0.038
57 C 3.782 -6.070 -2.890  -0.150
58 C 3.090 -5.959 -1.542  -0.149
59 C 3.394 -4.520 -1.145  -0.062
60 H 3.149 -5.729 -3.713  0.127
61 H 4.117 -7.083 -3.101  0.125
62 H 2.027 -6.191 -1.583  0.119
63 H 3.556 -6.642 -0.829  0.121
64 H 2.653 -3.820 -1.538  0.126
65 H 3.491 -4.405 -0.067  0.121
66 O -3.720 0.825 4.257  0.120
67 C -4.289 1.240 3.291  -0.486
68 O -4.671 0.451 2.254  0.020
69 C -5.230 1.262 1.202  -0.154
70 C -5.671 2.546 1.881  -0.147
71 C -4.648 2.684 3.003  -0.071
72 H -4.459 1.437 0.450  0.088
73 H -6.060 0.732 0.738  0.129
74 H -5.704 3.399 1.204  0.113
75 H -6.668 2.418 2.308  0.118
76 H -3.751 3.213 2.676  0.113
77 H -5.073 3.164 3.881  0.129
78 O -6.608 -3.747 -6.957  0.116
79 C -6.356 -2.952 -6.099  -0.493
80 O -5.114 -2.457 -5.881  0.025
81 C -5.121 -1.613 -4.713  -0.159
82 C -6.566 -1.179 -4.545  -0.157
83 C -7.326 -2.386 -5.080  -0.079
84 H -4.759 -2.191 -3.863  0.109
85 H -4.453 -0.768 -4.872  0.126
86 H -6.817 -0.916 -3.519  0.115
87 H -6.769 -0.310 -5.174  0.117
88 H -7.502 -3.135 -4.306  0.131
89 H -8.262 -2.101 -5.553  0.123
90 O -2.668 2.532 -0.691  0.103
91 C -1.773 3.063 -0.093  -0.460
92 O -1.580 4.405 -0.089  0.023
93 C -0.370 4.712 0.631  -0.143
94 C -0.129 3.514 1.533  -0.145
95 C -0.696 2.377 0.719  -0.071
96 H 0.433 4.860 -0.094  0.130
97 H -0.505 5.632 1.199  0.112
98 H 0.916 3.374 1.799  0.118
99 H -0.702 3.618 2.457  0.120
100 H 0.045 1.957 0.036  0.132
101 H -1.106 1.603 1.360  0.117
102 O -1.899 6.035 5.116  0.133
103 C -2.468 6.446 4.150  -0.481
104 O -2.859 5.649 3.118  -0.001
105 C -3.414 6.458 2.068  -0.161
106 C -3.847 7.751 2.733  -0.152
107 C -2.821 7.890 3.852  -0.071
108 H -2.640 6.616 1.314  0.115
109 H -4.250 5.934 1.609  0.124
110 H -3.875 8.599 2.050  0.118
111 H -4.845 7.632 3.160  0.120
112 H -1.921 8.410 3.519  0.132
113 H -3.238 8.377 4.730  0.126

Values from the calculation:
Structure (SMILES): Cc1nc2c(CC=O)cc(B(O)N(C)C)c(C)c2nc1P(O)Cl.O=C1CCCO1.O=C1CCCO1.O=C1CCCO1.O=C1CCCO1.O=C1CCCO1.O=C1CCCO1
Net charge: 0
HOMO-LUMO gap (Eh): 0.2954
Maximum force (eV/Å): 2.52
Multiplicity: 1
Molecular weight (g/mol): 870.09
Total energy (Eh): -3599.837535

---

Record 2
# C46H51N8OPRhS2

A molecular structure, C46H51N8OPRhS2 (ωB97M-V/def2-TZVPD, the OMol25 dataset).

Last column: Löwdin charge in e.
Geometry (Å):
1 Rh -0.181 -0.836 2.245  1.081
2 N -4.126 -9.738 -0.776  0.124
3 C -3.660 -8.772 -0.357  -0.206
4 C -3.078 -7.567 0.163  -0.255
5 C -2.957 -7.384 1.540  -0.034
6 C -2.398 -6.222 2.035  -0.026
7 C -1.947 -5.207 1.180  -0.175
8 C -2.067 -5.420 -0.202  -0.026
9 C -2.625 -6.575 -0.708  -0.034
10 C -1.340 -3.972 1.687  -0.077
11 C -2.045 -3.216 2.674  -0.269
12 C -3.237 -3.544 3.337  -0.069
13 C -3.509 -2.505 4.243  -0.121
14 C -2.505 -1.573 4.078  -0.206
15 N -1.626 -1.982 3.119  -0.095
16 C -0.022 -3.672 1.231  -0.276
17 C 0.837 -4.530 0.521  -0.066
18 C 2.091 -3.906 0.468  -0.122
19 C 1.953 -2.698 1.130  -0.210
20 N 0.685 -2.546 1.588  -0.090
21 H -3.289 -8.163 2.214  0.113
22 H -2.282 -6.095 3.102  0.117
23 H -1.720 -4.647 -0.874  0.118
24 H -2.722 -6.715 -1.777  0.112
25 H -3.837 -4.422 3.171  0.083
26 H -4.333 -2.437 4.934  0.076
27 H -2.368 -0.642 4.603  0.085
28 H 0.589 -5.513 0.157  0.092
29 H 2.995 -4.287 0.020  0.079
30 H 2.696 -1.941 1.312  0.078
31 S 1.226 1.212 4.420  0.763
32 C -0.389 1.658 3.938  -0.725
33 C -0.989 2.811 4.456  -0.108
34 C -2.280 3.129 4.087  -0.074
35 C -2.946 2.327 3.172  -0.065
36 C -2.287 1.225 2.668  -0.165
37 N -1.054 0.888 3.056  -0.123
38 H -0.426 3.435 5.136  0.094
39 H -2.757 4.010 4.497  0.104
40 H -3.954 2.548 2.849  0.103
41 H -2.718 0.563 1.930  0.100
42 C 5.962 5.261 -0.176  -0.040
43 C 7.151 4.712 -0.920  -0.743
44 O 7.968 5.416 -1.457  -0.012
45 S 7.439 2.947 -0.974  1.022
46 C 6.035 2.256 -0.143  -0.573
47 C 4.859 1.998 -0.845  -0.096
48 C 3.757 1.489 -0.189  -0.029
49 C 3.818 1.196 1.181  -0.234
50 C 5.012 1.416 1.870  -0.015
51 C 6.109 1.948 1.212  -0.095
52 C 2.658 0.679 1.819  -0.126
53 C 1.570 0.185 2.122  -0.261
54 H 5.667 6.190 -0.658  0.087
55 H 6.286 5.487 0.841  0.096
56 H 5.126 4.569 -0.121  0.059
57 H 4.810 2.216 -1.904  0.111
58 H 2.829 1.306 -0.718  0.100
59 H 5.066 1.179 2.923  0.119
60 H 7.028 2.136 1.752  0.105
61 N -0.796 -0.185 0.408  -0.216
62 P -0.656 0.676 -0.855  0.551
63 N -0.090 2.240 -0.664  -0.196
64 C -0.051 2.921 0.620  -0.216
65 C 1.077 3.940 0.650  -0.161
66 C 0.906 5.016 -0.436  -0.189
67 C 0.041 4.497 -1.590  -0.185
68 C 0.298 3.016 -1.836  -0.217
69 N -2.101 0.910 -1.705  -0.205
70 C -2.803 -0.329 -2.039  -0.232
71 C -3.837 -0.073 -3.131  -0.172
72 C -4.662 1.196 -2.836  -0.194
73 C -4.441 1.655 -1.400  -0.195
74 C -2.967 1.972 -1.172  -0.212
75 N 0.328 0.004 -2.033  -0.195
76 C 0.191 0.143 -3.477  -0.231
77 C 0.421 -1.204 -4.150  -0.187
78 C 1.868 -1.665 -3.937  -0.192
79 C 2.376 -1.239 -2.549  -0.173
80 C 1.231 -1.057 -1.569  -0.227
81 H 0.113 2.172 1.384  0.062
82 H -1.007 3.424 0.844  0.114
83 H 2.020 3.408 0.508  0.090
84 H 1.121 4.391 1.643  0.113
85 H 1.887 5.311 -0.819  0.099
86 H 0.454 5.918 -0.017  0.102
87 H 0.230 5.065 -2.504  0.109
88 H -1.018 4.625 -1.349  0.102
89 H 1.362 2.865 -2.079  0.113
90 H -0.273 2.674 -2.702  0.099
91 H -3.265 -0.773 -1.150  0.115
92 H -2.063 -1.054 -2.381  0.101
93 H -4.488 -0.947 -3.210  0.107
94 H -3.328 0.031 -4.091  0.100
95 H -5.724 1.021 -3.023  0.101
96 H -4.357 2.005 -3.507  0.106
97 H -4.773 0.880 -0.705  0.112
98 H -5.030 2.549 -1.179  0.110
99 H -2.784 2.136 -0.103  0.089
100 H -2.729 2.912 -1.685  0.107
101 H 0.915 0.869 -3.879  0.110
102 H -0.803 0.531 -3.703  0.093
103 H 0.187 -1.138 -5.215  0.107
104 H -0.271 -1.929 -3.715  0.106
105 H 2.504 -1.229 -4.712  0.101
106 H 1.933 -2.748 -4.052  0.104
107 H 2.928 -0.296 -2.628  0.098
108 H 3.068 -1.978 -2.144  0.108
109 H 1.611 -0.789 -0.585  0.069
110 H 0.697 -2.005 -1.425  0.117

Values from the calculation:
Energy above the lowest of the compared OMol25 structures with the same formula, charge and spin (kcal per mole): 30.1
Net charge: -1
HOMO-LUMO gap (spin up / spin down) (Eh): 0.1737 / 0.1764
Maximum force (eV/Å): 0.48
Multiplicity: 5
Molecular weight (g/mol): 929.98
Total energy (Eh): -3545.021983

---

Record 3
# C3H7N3S

C3H7N3S in the gas phase at a distorted geometry (ωB97M-V/def2-TZVPD, the OMol25 dataset).

Last column: Löwdin charge in e.
Geometry (Å):
1 C -0.192 -1.164 -0.373  -0.251
2 C -1.574 -1.082 0.269  -0.217
3 C -0.134 1.203 -0.018  -0.285
4 H 2.547 -0.160 1.273  -0.140
5 H -0.304 -1.145 -1.484  0.130
6 H 0.286 -2.092 -0.042  0.110
7 H -2.203 -1.839 -0.161  0.107
8 H -1.446 -1.268 1.390  0.135
9 H -2.979 0.242 -0.541  0.119
10 H 0.470 2.141 -0.032  0.112
11 N 0.552 -0.027 0.108  -0.527
12 N -2.185 0.200 0.099  -0.085
13 N -1.383 1.320 -0.083  0.010
14 S 2.259 -0.005 -0.034  0.784

Values from the calculation:
Energy above the lowest of the compared OMol25 structures with the same formula, charge and spin (kcal per mole): 50.5
Structure (SMILES): SN1C=NNCC1
Net charge: 0
HOMO-LUMO gap (Eh): 0.3238
Maximum force (eV/Å): 1.73
Multiplicity: 1
Molecular weight (g/mol): 117.18
Total energy (Eh): -680.901792